Below is one molecule with the formula Br3O2P, with properties calculated with ωB97M-V/def2-TZVPD.

```
6
Properties=species:S:1:pos:R:3:forces:R:3
O -0.331727 0.229719 1.815787 0.228 0.019 -2.924
O 0.707125 0.611792 -0.664851 -0.533 0.528 -0.283
P -0.361617 -0.012336 0.332724 -0.348 1.385 3.101
Br 2.495175 0.467976 -0.752426 0.274 -0.287 0.357
Br -2.125475 0.773189 -0.706846 0.263 -0.024 0.217
Br -0.383479 -2.070339 -0.024387 0.116 -1.622 -0.467
```
Positions in Å, forces in eV/Å.

Summary:
Largest force on an atom (eV Å⁻¹): 3.41
Electronic energy (hartree): -8213.9176
ΔE to the lowest compared entry with this formula, charge and spin (kcal per mole): 1.60
Kohn-Sham gap (eV): 9.31
Total charge: 0
Structure (SMILES): O=P(Br)(Br)OBr